Entry one
This record from the Open Molecules 2025 dataset describes C44H60N4O7P3Rb as an isolated structure. The level of theory is ωB97M-V/def2-TZVPD.

Each line ends with the Löwdin charge.
Element x y z (Å)
Rb1 0.22369 -0.26878 -0.11795  1.050
N1 -1.65139 1.87464 0.77630  0.061
C1 -1.88258 3.22208 0.67522  -0.343
C2 -2.42893 3.97281 1.72018  -0.035
C3 -2.63694 5.33257 1.57191  -0.101
C4 -2.32015 5.96986 0.37907  -0.107
C5 -1.73514 5.24328 -0.64838  -0.092
C6 -1.47830 3.88434 -0.50489  -0.324
P1 -0.44219 2.86414 -1.61466  1.101
C7 -0.00616 4.09883 -2.91962  -0.374
C8 -0.45331 4.04256 -4.23682  -0.069
C9 -0.01188 4.96681 -5.17605  -0.082
C10 0.88369 5.96069 -4.81536  -0.097
C11 1.33866 6.02880 -3.50521  -0.093
C12 0.90340 5.10193 -2.57315  -0.147
C13 -1.66616 1.86784 -2.54524  -0.408
C14 -3.03159 2.11948 -2.51740  -0.072
C15 -3.89364 1.35827 -3.29394  -0.073
C16 -3.39479 0.35713 -4.11293  -0.093
C17 -2.03120 0.09968 -4.14281  -0.076
C18 -1.17420 0.84207 -3.35090  -0.118
H1 -1.87367 1.40551 1.64096  0.060
H2 -1.88159 1.28471 -0.01595  0.015
H3 -2.70481 3.47358 2.64287  0.109
H4 -3.07087 5.90017 2.38607  0.098
H5 -2.51027 7.02825 0.25670  0.094
H6 -1.46272 5.74844 -1.56525  0.098
H7 -1.15450 3.27694 -4.54026  0.099
H8 -0.37687 4.91449 -6.19439  0.102
H9 1.22761 6.67939 -5.54870  0.098
H10 2.03565 6.80504 -3.21301  0.101
H11 1.26364 5.15507 -1.55032  0.107
H12 -3.42037 2.91089 -1.88760  0.109
H13 -4.95863 1.55256 -3.25830  0.103
H14 -4.07170 -0.22903 -4.72240  0.103
H15 -1.64157 -0.68992 -4.77293  0.109
H16 -0.10897 0.62772 -3.35844  0.106
N2 -3.33527 -2.38470 -1.83920  0.088
C19 -2.03516 -1.93730 -1.31320  -0.782
O1 -2.02392 -0.70982 -0.84342  -0.405
C20 -1.25598 -3.09090 -0.67419  -0.127
C21 -0.81407 -2.55485 -2.02685  -0.134
H17 -3.83051 -1.55468 -2.13866  0.047
H18 -3.22216 -2.99464 -2.64001  0.054
H19 -1.75154 -4.05438 -0.66283  0.088
H20 -0.61229 -2.89518 0.17856  0.055
H21 -0.97174 -3.19582 -2.88865  0.084
H22 0.10149 -1.97354 -2.05301  0.038
C22 1.91930 3.13151 3.71882  -0.056
C23 1.66218 2.55385 4.95442  -0.074
C24 0.85515 1.43379 5.02156  -0.011
C25 0.30751 0.91325 3.84680  -0.211
N3 0.56007 1.47295 2.66105  0.111
C26 1.33679 2.54416 2.60531  -0.140
C27 -0.62122 -0.24482 3.84221  -0.217
C28 -0.75941 -1.10995 4.92595  -0.014
C29 -1.66369 -2.15613 4.83954  -0.062
C30 -2.39806 -2.32566 3.67640  -0.041
C31 -2.19669 -1.41853 2.64316  -0.097
N4 -1.34635 -0.40620 2.73263  0.102
H23 2.53516 4.01566 3.62587  0.105
H24 2.08146 2.98459 5.85527  0.109
H25 0.63122 0.99222 5.98280  0.105
H26 1.46903 2.97733 1.61482  0.113
H27 -0.16382 -0.98990 5.82051  0.101
H28 -1.79351 -2.83598 5.67202  0.106
H29 -3.10360 -3.13741 3.56980  0.107
H30 -2.72398 -1.50559 1.69534  0.118
C32 4.97489 0.69064 4.25282  -0.030
C33 4.55698 -0.73889 3.95636  -0.450
C34 4.48941 -1.58203 5.21679  -0.031
O2 3.24168 -0.76123 3.36220  -0.164
P2 3.00690 -1.06439 1.81506  0.456
O3 1.59957 -1.34958 1.56038  -0.427
C35 3.78370 0.28243 0.89123  -0.183
P3 3.65646 -0.01479 -0.89238  0.462
O4 2.32595 -0.33714 -1.40680  -0.419
O5 4.30927 1.35543 -1.39067  -0.189
C36 4.29913 1.68129 -2.80720  -0.436
C37 5.60058 2.40029 -3.10928  -0.036
C38 3.08490 2.53583 -3.10840  -0.036
O6 4.68222 -1.14985 -1.31636  -0.162
C39 6.11868 -0.98975 -1.32005  -0.440
C40 6.73985 -1.95320 -0.32305  -0.033
C41 6.60290 -1.26294 -2.73381  -0.032
O7 4.01203 -2.25135 1.46106  -0.213
C42 3.55978 -3.61439 1.70733  -0.426
C43 2.96824 -4.17356 0.42647  -0.017
C44 4.76012 -4.40399 2.19537  -0.032
H31 5.97889 0.70578 4.67778  0.089
H32 4.28062 1.13518 4.96335  0.076
H33 4.96723 1.29887 3.34755  0.071
H34 5.26560 -1.19282 3.25529  0.127
H35 3.75920 -1.15176 5.90388  0.088
H36 5.46357 -1.61407 5.70441  0.089
H37 4.17495 -2.59827 4.97722  0.077
H38 4.82907 0.40623 1.17418  0.085
H39 3.23234 1.19906 1.10792  0.076
H40 4.23971 0.74939 -3.37903  0.135
H41 5.66085 3.30991 -2.51013  0.090
H42 5.63397 2.67159 -4.16406  0.091
H43 6.46256 1.77330 -2.87651  0.068
H44 3.13463 3.46103 -2.53330  0.084
H45 2.17550 2.00483 -2.83069  0.050
H46 3.04131 2.78531 -4.16924  0.100
H47 6.36116 0.04072 -1.04432  0.131
H48 6.52470 -2.97942 -0.62554  0.088
H49 6.33222 -1.79728 0.67382  0.062
H50 7.82054 -1.81124 -0.29596  0.089
H51 6.32196 -2.27557 -3.02517  0.093
H52 7.68778 -1.16648 -2.78033  0.090
H53 6.15592 -0.56549 -3.44226  0.069
H54 2.78976 -3.59219 2.48428  0.141
H55 3.72038 -4.16006 -0.36431  0.089
H56 2.11777 -3.56945 0.11045  0.077
H57 2.63300 -5.19821 0.58688  0.092
H58 5.51388 -4.46271 1.40886  0.080
H59 4.45128 -5.41416 2.46297  0.089
H60 5.20645 -3.93113 3.07172  0.072

## Properties
Highest occupied orbital energy: -5.66 eV

=====

Entry two
This record from the Open Molecules 2025 dataset describes C44H60N4O7P3Rb as an isolated structure. The level of theory is ωB97M-V/def2-TZVPD.

Each line ends with the Löwdin charge.
Element x y z (Å)
Rb1 -0.27533 0.23410 -0.20905  0.861
N1 0.74278 -0.56799 2.95552  0.093
C1 1.51709 0.07352 3.92909  -0.322
C2 1.77476 -0.55876 5.14798  -0.044
C3 2.49618 0.08563 6.13646  -0.100
C4 2.97450 1.37560 5.93632  -0.103
C5 2.72522 2.00668 4.72719  -0.090
C6 2.00327 1.37824 3.71460  -0.314
P1 1.73131 2.07443 2.04242  1.096
C7 2.99865 3.38138 1.92511  -0.365
C8 4.24401 3.00917 1.42073  -0.098
C9 5.26766 3.93727 1.30915  -0.084
C10 5.05022 5.25687 1.68416  -0.093
C11 3.80849 5.64003 2.17113  -0.083
C12 2.78735 4.70617 2.29293  -0.081
C13 0.17139 3.01710 2.26342  -0.361
C14 -0.42331 3.24435 3.50324  -0.086
C15 -1.62275 3.94140 3.59135  -0.096
C16 -2.24129 4.41271 2.44130  -0.094
C17 -1.65900 4.17819 1.20072  -0.086
C18 -0.46213 3.48084 1.10746  -0.106
H1 0.94441 -1.55130 2.81664  0.056
H2 0.83795 -0.10243 2.05974  -0.059
H3 1.39768 -1.56295 5.31016  0.106
H4 2.68851 -0.42351 7.07337  0.098
H5 3.53965 1.87808 6.71039  0.095
H6 3.10987 3.00500 4.55204  0.102
H7 4.40415 1.98298 1.10711  0.099
H8 6.23113 3.63565 0.91660  0.100
H9 5.84479 5.98602 1.58727  0.098
H10 3.63200 6.66986 2.45655  0.100
H11 1.81811 5.01191 2.66972  0.104
H12 0.05257 2.87569 4.40438  0.104
H13 -2.07514 4.11492 4.56116  0.102
H14 -3.17517 4.95892 2.51161  0.099
H15 -2.13998 4.53673 0.29709  0.106
H16 -0.00895 3.26527 0.13845  0.052
N2 -0.40465 2.41127 -4.61679  0.154
C19 -0.09037 1.98077 -3.35911  -0.547
O1 -0.97670 1.52005 -2.64346  -0.089
C20 1.37637 2.04776 -2.98572  -0.292
C21 1.61151 2.50076 -1.54448  -0.274
H17 -1.37177 2.43430 -4.88647  0.096
H18 0.27215 2.90124 -5.17046  0.087
H19 1.87478 2.63672 -3.78227  0.085
H20 1.74669 1.01957 -3.12086  0.100
H21 1.37121 3.57758 -1.49248  -0.004
H22 2.69667 2.44928 -1.35235  -0.023
C22 3.96804 -0.97729 -1.41812  -0.043
C23 4.13147 -2.33668 -1.60933  -0.057
C24 3.19442 -3.20977 -1.07531  -0.017
C25 2.13679 -2.68165 -0.35021  -0.227
N3 1.99074 -1.37652 -0.14175  0.025
C26 2.87963 -0.53621 -0.67773  -0.146
C27 1.04272 -3.54348 0.20240  -0.216
C28 0.56854 -4.63839 -0.51233  -0.007
C29 -0.48169 -5.37640 0.00450  -0.061
C30 -1.02419 -5.00465 1.22257  -0.077
C31 -0.48125 -3.90355 1.86705  -0.134
N4 0.52539 -3.18505 1.37513  0.124
H23 4.66033 -0.26057 -1.83875  0.110
H24 4.97228 -2.71727 -2.17455  0.108
H25 3.28959 -4.27960 -1.20366  0.111
H26 2.68091 0.53033 -0.54383  0.045
H27 0.99250 -4.87287 -1.47857  0.116
H28 -0.87568 -6.22417 -0.54147  0.109
H29 -1.84274 -5.55279 1.67098  0.103
H30 -0.87305 -3.57685 2.82615  0.114
C32 -6.53795 1.85721 0.42315  -0.041
C33 -5.32770 1.09356 -0.07152  -0.407
C34 -4.17111 2.01743 -0.40567  -0.039
O2 -5.03042 0.12422 0.98114  -0.167
P2 -3.66670 -0.54939 1.40221  0.458
O3 -2.47680 0.30177 1.29025  -0.381
C35 -3.56797 -2.12544 0.52390  -0.198
P3 -3.01195 -2.16280 -1.18680  0.444
O4 -1.57036 -1.94412 -1.35525  -0.336
O5 -3.41268 -3.58835 -1.75136  -0.167
C36 -4.59152 -4.41770 -1.61435  -0.413
C37 -4.45131 -5.30545 -0.38873  -0.039
C38 -5.90321 -3.65429 -1.65897  -0.034
O6 -3.94912 -1.08665 -1.86079  -0.192
C39 -3.83940 -0.48766 -3.19911  -0.397
C40 -5.15782 -0.71795 -3.90796  -0.043
C41 -2.66086 -0.98898 -4.01068  -0.046
O7 -3.99883 -1.12817 2.83102  -0.176
C42 -3.97757 -0.39594 4.09831  -0.404
C43 -2.70232 0.40022 4.28747  -0.048
C44 -5.23029 0.44680 4.22175  -0.043
H31 -6.90390 2.51948 -0.36327  0.086
H32 -6.26911 2.46529 1.28993  0.085
H33 -7.33866 1.17459 0.70902  0.084
H34 -5.59718 0.50294 -0.94678  0.120
H35 -3.80098 2.51852 0.49072  0.075
H36 -4.53347 2.77462 -1.10493  0.098
H37 -3.33368 1.49917 -0.86953  0.062
H38 -4.54777 -2.59015 0.61646  0.061
H39 -2.85325 -2.75184 1.06623  0.071
H40 -4.53674 -5.05226 -2.49903  0.143
H41 -4.59960 -4.75373 0.54082  0.076
H42 -3.45917 -5.76150 -0.36723  0.069
H43 -5.19895 -6.09889 -0.43223  0.089
H44 -5.99947 -2.93746 -0.84276  0.077
H45 -6.72201 -4.37072 -1.57346  0.092
H46 -6.01700 -3.11575 -2.59568  0.065
H47 -3.70644 0.57584 -2.99934  0.129
H48 -5.26444 -1.76788 -4.18643  0.077
H49 -5.18630 -0.12232 -4.82190  0.089
H50 -6.00206 -0.42820 -3.28013  0.080
H51 -2.73666 -2.06548 -4.18542  0.090
H52 -1.71577 -0.76169 -3.52693  0.061
H53 -2.68349 -0.48317 -4.97852  0.093
H54 -4.00704 -1.20459 4.82772  0.139
H55 -2.66154 1.25952 3.61902  0.063
H56 -1.81470 -0.20685 4.10383  0.075
H57 -2.67908 0.75943 5.31916  0.093
H58 -5.20940 1.27282 3.50859  0.076
H59 -5.28925 0.86311 5.22904  0.087
H60 -6.12345 -0.15016 4.03555  0.086

## Properties
Highest occupied orbital energy: -4.83 eV

=====

Quick one: least stable of them? entry one